# 1
This record from OMol25 describes a 4-piece molecular cluster, C4H13IN2O3 overall in a non-equilibrium geometry. The level of theory is ωB97M-V/def2-TZVPD.

Properties
Total energy in Ha: -793.0705
Molecular weight in g/mol: 264.06
Strongest force on any atom in eV Å⁻¹: 4.7
LUMO level in eV: -1.61
HOMO energy in eV: -6.890
Relative energy (zero: lowest compared OMol25 entry of this formula, charge and spin) in kcal/mol: 40.05
Orbital gap in eV: 5.283

Structure (XYZ):
```
23
C4H13IN2O3, DFT ωB97M-V/def2-TZVPD
O -19.37283 14.11915 26.17982
H -19.52289 14.29910 25.24885
H -18.71304 13.42360 26.22966
H -20.17991 13.79256 26.58426
I -18.04136 11.65342 22.64296
O -19.55762 6.56363 21.05967
C -19.68325 6.10565 22.16579
N -19.17555 6.72326 23.24251
C -20.37198 4.81890 22.41902
H -19.44083 6.50071 24.19129
H -18.82030 7.66082 23.12050
H -20.64299 4.59667 23.45114
H -19.74005 4.01425 22.04314
H -21.31884 4.87744 21.88223
O -17.52964 10.99777 28.04114
C -16.84116 10.04698 28.14674
N -16.12502 9.65327 27.09406
C -16.77265 9.27229 29.45342
H -16.38004 9.87429 26.14210
H -15.42014 8.96393 27.31330
H -17.66410 8.64583 29.48472
H -16.79383 9.89537 30.34753
H -15.87664 8.65307 29.41046
```

# 2
This record from OMol25 describes a 2-piece molecular cluster, C4H13N2 overall in a non-equilibrium geometry. The level of theory is ωB97M-V/def2-TZVPD.

Properties
Total energy in Ha: -269.6147
Molecular weight in g/mol: 89.16
Strongest force on any atom in eV Å⁻¹: 2.6
LUMO level (alpha / beta) in eV: 0.84 / 0.83
<S²>: 0.75
HOMO energy (alpha / beta) in eV: -4.654 / -9.126
Relative energy (zero: lowest compared OMol25 entry of this formula, charge and spin) in kcal/mol: 15.93
Orbital gap (alpha / beta) in eV: 5.493 / 9.958
Spin multiplicity: 2

Structure (XYZ):
```
19
C4H13N2, DFT ωB97M-V/def2-TZVPD
C -1.97669 -0.65953 -1.16410
N -0.60277 -1.24797 -1.23565
H -2.67754 -1.22301 -1.77777
H -1.90544 0.37902 -1.48632
H -2.29702 -0.65902 -0.12255
H -0.75682 -2.24929 -1.23014
H -0.19273 -0.96051 -2.11733
C 1.19443 1.69071 -0.32660
C 1.56021 0.66155 0.73668
C -0.05251 -0.51831 2.15862
N 0.49382 -0.30367 0.94679
H 1.04143 1.22746 -1.30350
H 0.30900 2.24810 -0.02061
H 2.02053 2.39926 -0.44088
H 2.42639 0.08411 0.39047
H 1.77519 1.15054 1.68948
H -0.83547 -1.25215 2.28787
H 0.32176 0.01617 3.02462
H 0.15424 -0.78343 -0.00908
```

# 3
This record from OMol25 describes an isolated ion of composition C4H13N2 and charge +1 in a non-equilibrium geometry. The level of theory is ωB97M-V/def2-TZVPD.

Properties
Total energy in Ha: -269.4001
SMILES: CN(C)CC[NH3+]
Molecular weight in g/mol: 89.16
Net charge: +1
Strongest force on any atom in eV Å⁻¹: 4.2
LUMO level in eV: -3.66
HOMO energy in eV: -12.564
Relative energy (zero: lowest compared OMol25 entry of this formula, charge and spin) in kcal/mol: 63.10
Orbital gap in eV: 8.906

Structure (XYZ):
```
19
C4H13N2, DFT ωB97M-V/def2-TZVPD
N -0.34937 -2.13954 -0.36646
C 0.68022 -1.25630 -1.03183
C 1.09758 -0.14020 -0.06555
N -0.16859 0.65784 0.22052
C -0.66546 1.76337 -0.61393
C -0.24408 1.16578 1.69527
H -0.37688 -3.10763 -0.70904
H -1.32004 -1.79918 -0.71648
H -0.33251 -2.15337 0.63679
H 0.41026 -0.94480 -2.08216
H 1.63212 -1.88468 -1.14581
H 2.01068 0.39378 -0.47704
H 1.18725 -0.60866 0.95008
H -0.20370 2.72687 -0.33977
H -1.64691 1.93920 -0.28674
H -0.57447 1.51257 -1.70442
H 0.49463 1.97739 1.86120
H -0.26982 0.24672 2.38525
H -1.36093 1.65085 1.79012
```

# 4
This record from OMol25 describes an isolated ion of composition C4H13N2 and charge +1. The level of theory is ωB97M-V/def2-TZVPD.

Properties
Total energy in Ha: -269.4642
SMILES: CNCC[NH2+]C
Molecular weight in g/mol: 89.16
Net charge: +1
Strongest force on any atom in eV Å⁻¹: 0.8
LUMO level in eV: -3.03
HOMO energy in eV: -13.854
Relative energy (zero: lowest compared OMol25 entry of this formula, charge and spin) in kcal/mol: 22.87
Orbital gap in eV: 10.826

Structure (XYZ):
```
19
C4H13N2, DFT ωB97M-V/def2-TZVPD
C 0.60441 0.89797 -0.51569
N 1.11627 0.08253 0.61283
C 1.49812 0.83217 1.83577
C -0.91394 0.62787 -0.71270
N -1.29178 -0.65389 -0.15688
C -1.29313 -1.77798 -1.10583
H 1.17607 0.68401 -1.41751
H 0.81339 1.94565 -0.33654
H 1.91397 -0.47251 0.30264
H 2.28658 1.53646 1.60167
H 1.78911 0.11275 2.59787
H 0.63482 1.40653 2.17227
H -1.11955 0.72440 -1.77712
H -1.50569 1.39910 -0.22843
H 0.29723 -0.57326 0.76694
H -2.14088 -0.57148 0.38040
H -1.88479 -1.55759 -1.99441
H -1.71268 -2.65707 -0.62786
H -0.26754 -1.98564 -1.39741
```

# 5
This record from OMol25 describes a 2-piece molecular cluster, C4H13N2 overall in a non-equilibrium geometry. The level of theory is ωB97M-V/def2-TZVPD.

Properties
Total energy in Ha: -269.2749
Molecular weight in g/mol: 89.16
Net charge: +1
Strongest force on any atom in eV Å⁻¹: 3.1
LUMO level in eV: -8.68
HOMO energy in eV: -14.793
Relative energy (zero: lowest compared OMol25 entry of this formula, charge and spin) in kcal/mol: 141.70
Orbital gap in eV: 6.114

Structure (XYZ):
```
19
C4H13N2, DFT ωB97M-V/def2-TZVPD
C 2.48233 0.34377 0.85399
N 2.51588 -0.91616 0.16604
C 1.13722 1.05089 0.44656
N 0.04892 0.23687 0.67432
C -2.58320 0.40743 -0.76157
C -2.25788 -1.03612 -1.09641
H 2.54702 0.36884 1.94586
H 3.33416 0.89701 0.45841
H 1.73063 -1.53852 0.37804
H 3.42510 -1.35639 0.12081
H 1.02554 1.93803 1.10184
H 1.22007 1.36355 -0.59240
H -3.52038 0.41120 -0.20168
H -0.11318 0.20028 1.70152
H -1.79857 0.84387 -0.10302
H -2.71953 1.03139 -1.64337
H -3.14699 -1.61988 -1.32656
H -1.55196 -1.17157 -1.91716
H -1.77518 -1.45450 -0.20520
```

# 6
This record from OMol25 describes C4H13N2 as an isolated structure in a non-equilibrium geometry. The level of theory is ωB97M-V/def2-TZVPD.

Properties
Total energy in Ha: -269.2424
Molecular weight in g/mol: 89.16
Net charge: +1
Strongest force on any atom in eV Å⁻¹: 6.1
LUMO level in eV: -8.22
HOMO energy in eV: -13.714
Relative energy (zero: lowest compared OMol25 entry of this formula, charge and spin) in kcal/mol: 162.06
Orbital gap in eV: 5.491

Structure (XYZ):
```
19
C4H13N2, DFT ωB97M-V/def2-TZVPD
C 0.00223 -1.94266 -1.44181
C -0.00509 -0.40341 -1.35926
C 0.73256 -0.06433 -0.09737
C 0.17714 -0.40602 1.31028
N -1.23442 0.20277 1.45227
N 0.01202 2.35379 0.18181
H -0.40882 -2.21482 -0.43664
H -0.69769 -2.40187 -2.16216
H 0.95632 -2.46214 -1.52868
H 0.41325 0.21238 -2.14941
H -1.06092 -0.05877 -1.26157
H 1.79912 -0.01484 -0.40897
H 0.76435 0.18082 2.03701
H 0.29870 -1.45022 1.66895
H -1.07342 1.20037 1.16186
H -0.32568 3.24891 -0.20789
H -1.48727 0.20971 2.40142
H 0.36338 1.17347 -0.05890
H 0.77423 2.63686 0.89907
```

# 7
This record from OMol25 describes C4H13N2 as an isolated structure in a non-equilibrium geometry. The level of theory is ωB97M-V/def2-TZVPD.

Properties
Total energy in Ha: -269.1662
Molecular weight in g/mol: 89.16
Net charge: +1
Strongest force on any atom in eV Å⁻¹: 6.1
LUMO level in eV: -8.89
HOMO energy in eV: -12.722
Relative energy (zero: lowest compared OMol25 entry of this formula, charge and spin) in kcal/mol: 209.91
Orbital gap in eV: 3.828

Structure (XYZ):
```
19
C4H13N2, DFT ωB97M-V/def2-TZVPD
C 1.19025 2.17959 3.63985
N -0.04202 0.44903 -1.91901
C -1.08196 0.10695 -2.94592
C 1.59242 1.17237 2.90001
N -0.60195 -0.89681 -0.07336
C -0.30277 -2.21944 -0.50779
H 2.00752 2.75674 4.28843
H 0.19512 2.70275 3.74384
H 0.17737 1.38357 -1.95280
H -1.73455 0.95708 -3.07077
H -0.49699 -0.37762 -3.84376
H -1.85055 -0.65110 -2.60103
H 2.68609 0.69827 2.79806
H 0.84375 0.62865 2.23083
H -0.31583 -0.12998 -0.95104
H -1.57924 -0.72595 0.15706
H -1.13194 -3.05206 -0.40123
H -0.10674 -2.30559 -1.62414
H 0.55202 -2.67645 0.13276
```

# 8
This record from OMol25 describes a 2-piece molecular cluster, C4H13N2O overall in a non-equilibrium geometry. The level of theory is ωB97M-V/def2-TZVPD.

Properties
Total energy in Ha: -344.9137
Molecular weight in g/mol: 105.16
Net charge: -1
Strongest force on any atom in eV Å⁻¹: 1.1
LUMO level in eV: 3.98
HOMO energy in eV: -2.574
Relative energy (zero: lowest compared OMol25 entry of this formula, charge and spin) in kcal/mol: 29.57
Orbital gap in eV: 6.550

Structure (XYZ):
```
20
C4H13N2O, DFT ωB97M-V/def2-TZVPD
N -1.85866 0.01052 -1.88351
C -2.21963 0.55633 -0.51333
O -2.03759 -0.34084 0.46788
H -2.10755 -0.97694 -1.83242
H -2.44106 0.39574 -2.62805
H -1.55161 1.43546 -0.37915
H -3.26203 0.96073 -0.63145
C 0.71017 0.54410 1.48722
N 1.36212 0.16175 0.23210
C 2.80384 0.32549 0.31003
C 1.05953 -1.19010 -0.15018
H 0.85883 1.61543 1.61589
H 1.11298 -0.07449 2.29978
H -0.39179 0.41379 1.39806
H 3.20899 0.38621 -0.69685
H 3.09566 1.25303 0.81237
H 3.33375 -0.52178 0.77990
H 1.56546 -1.45282 -1.08828
H -0.00916 -1.26378 -0.33453
H 1.31381 -1.96529 0.61892
```

# 9
This record from OMol25 describes an isolated ion of composition C4H13N2O and charge +1 in a non-equilibrium geometry. The level of theory is ωB97M-V/def2-TZVPD.

Properties
Total energy in Ha: -344.7123
SMILES: [NH3+]CCNCCO
Molecular weight in g/mol: 105.16
Net charge: +1
Strongest force on any atom in eV Å⁻¹: 1.2
LUMO level in eV: -3.11
HOMO energy in eV: -13.504
Relative energy (zero: lowest compared OMol25 entry of this formula, charge and spin) in kcal/mol: 34.24
Orbital gap in eV: 10.392

Structure (XYZ):
```
20
C4H13N2O, DFT ωB97M-V/def2-TZVPD
N -0.68359 -1.08566 -1.52753
C -1.63059 -0.22797 -0.79657
C -1.00391 1.15666 -0.60996
N 0.39001 1.03567 -0.18824
C 0.60190 0.76644 1.22958
C 1.55777 -0.38239 1.52308
O 1.28578 -1.50065 0.67619
H -0.84952 -2.08433 -1.37935
H 0.25614 -0.84588 -1.10185
H -0.67785 -0.91202 -2.52779
H -2.56366 -0.19538 -1.33784
H -1.81490 -0.68418 0.17484
H -1.00336 1.74262 -1.54114
H -1.58012 1.72376 0.12666
H 0.90449 1.83847 -0.51055
H 0.98682 1.66250 1.73177
H -0.35484 0.62068 1.74302
H 1.44333 -0.67098 2.56932
H 2.60238 -0.07883 1.36955
H 2.13373 -1.87854 0.37680
```

# 10
This record from OMol25 describes a 2-piece molecular cluster, C4H13N2O overall in a non-equilibrium geometry. The level of theory is ωB97M-V/def2-TZVPD.

Properties
Total energy in Ha: -344.6876
Molecular weight in g/mol: 105.16
Net charge: +1
Strongest force on any atom in eV Å⁻¹: 3.1
LUMO level in eV: -3.45
HOMO energy in eV: -11.804
Relative energy (zero: lowest compared OMol25 entry of this formula, charge and spin) in kcal/mol: 49.74
Orbital gap in eV: 8.358

Structure (XYZ):
```
20
C4H13N2O, DFT ωB97M-V/def2-TZVPD
C -0.93944 0.87293 -0.72381
C -0.29060 0.66248 0.59558
C 1.19185 0.57250 0.50411
C 1.97696 -0.47937 0.84129
N 1.74627 1.65172 -0.17226
N -0.65268 -0.25609 -1.68457
H -2.08143 0.85774 -0.61910
H -0.73081 1.80497 -1.24940
H -0.53874 1.44014 1.35641
H -0.64701 -0.25972 1.11000
H 3.04429 -0.52799 0.82538
H 1.45886 -1.44842 0.98560
H 2.74324 1.81803 -0.18672
H 1.38128 2.59318 -0.14410
H 0.25242 -0.20522 -2.17031
H -0.74281 -1.12548 -1.14186
H -1.41142 -0.38841 -2.35922
H -1.77319 -3.33387 1.27838
H -2.37310 -1.85576 1.59380
O -1.61393 -2.39335 1.36081
```

# 11
This record from OMol25 describes an isolated ion of composition C4H13N2O and charge +1 in a non-equilibrium geometry. The level of theory is ωB97M-V/def2-TZVPD.

Properties
Total energy in Ha: -344.7109
SMILES: NCC[C@H]([NH3+])CO
Molecular weight in g/mol: 105.16
Net charge: +1
Strongest force on any atom in eV Å⁻¹: 2.2
LUMO level in eV: -2.94
HOMO energy in eV: -14.250
Relative energy (zero: lowest compared OMol25 entry of this formula, charge and spin) in kcal/mol: 35.13
Orbital gap in eV: 11.306

Structure (XYZ):
```
20
C4H13N2O, DFT ωB97M-V/def2-TZVPD
C -1.57026 1.33652 0.26091
O -1.05853 2.65533 0.00020
C -0.40507 0.43089 -0.16075
C -0.56029 -0.95320 0.39220
C 0.57094 -1.95711 -0.00432
N 1.62383 -1.32444 -0.84935
N 0.88577 1.05982 0.19581
H -1.69432 1.29138 1.34666
H -2.47014 1.11882 -0.29779
H -1.63229 3.39053 0.24763
H -0.45799 0.42299 -1.23882
H -0.78622 -0.96024 1.45717
H -1.41524 -1.44286 -0.07605
H 1.02367 -2.37824 0.88965
H 0.19563 -2.82655 -0.52387
H 2.53154 -1.62480 -0.51768
H 1.58396 -1.69139 -1.79493
H 1.53376 0.68802 -0.51581
H 1.29606 0.68596 1.04985
H 0.80518 2.07856 0.13931
```

# 12
This record from OMol25 describes a 2-piece molecular cluster, C4H13N2O overall in a non-equilibrium geometry. The level of theory is ωB97M-V/def2-TZVPD.

Properties
Total energy in Ha: -344.7097
Molecular weight in g/mol: 105.16
Net charge: +1
Strongest force on any atom in eV Å⁻¹: 1.8
LUMO level in eV: -3.37
HOMO energy in eV: -12.693
Relative energy (zero: lowest compared OMol25 entry of this formula, charge and spin) in kcal/mol: 35.86
Orbital gap in eV: 9.327

Structure (XYZ):
```
20
C4H13N2O, DFT ωB97M-V/def2-TZVPD
C 1.02534 2.58840 0.83405
C 0.70926 1.85782 -0.49412
C 0.10193 0.46653 -0.22373
C -1.03524 0.15875 -0.86460
N -1.64064 -1.17671 -0.85791
N 0.84857 -0.36705 0.55005
H 1.61861 1.95965 1.48149
H 1.44471 3.57440 0.68627
H 0.03020 2.73889 1.26073
H -0.06591 2.35242 -1.07002
H 1.57632 1.67843 -1.12997
H -1.38460 0.82422 -1.63628
H -1.68676 -1.68097 -1.74169
H -2.55546 -1.15982 -0.41333
H -1.03073 -1.82044 -0.33994
H 1.59263 0.00762 1.08203
H 0.49682 -1.24513 0.93091
H -0.24796 -3.90039 1.33426
H 0.28859 -3.64046 -0.08113
O -0.08571 -3.21616 0.69293
```

> Among the records above, which one has the highest total energy?

number 7